(1)
Molecular formula: C60H60AsBrClN3O12PSTeW
Method: DFT, ωB97M-V with the def2-TZVPD basis set

XYZ file:
```
142
Properties=species:S:1:pos:R:3:forces:R:3:lowdin_charge:R:1
C -1.9356 -3.3613 -4.8142 0.122 0.136 -0.118 -0.06
H 3.3197 -0.8071 -4.1680 0.115 -0.039 0.032 0.02
H 1.6396 -0.4990 7.3101 -0.003 -0.007 -0.010 0.12
H 4.5212 0.3186 -4.8022 0.003 -0.022 0.006 0.10
C -5.5480 0.3545 0.7162 -0.026 0.049 -0.025 0.02
N -2.2619 1.7652 0.0336 0.192 0.054 0.083 0.13
H 2.1744 -1.6895 5.1866 0.084 0.058 0.111 0.12
H 2.9415 -2.1766 -5.7738 0.097 -0.005 -0.017 0.05
C -1.4686 0.7209 -2.6447 -0.075 -0.114 0.051 -0.20
C 0.2785 -2.6221 -5.8693 -0.082 -0.061 0.157 -0.37
Te 0.5159 -1.2817 -4.2407 0.227 -0.386 -1.799 1.84
C -2.0648 3.2208 -0.1738 0.072 0.045 0.013 -0.25
H -1.7136 0.9236 -7.1202 -0.021 -0.006 0.061 0.09
C -3.4829 3.7169 -0.4876 0.112 -0.123 -0.119 -0.05
H 2.1670 -3.0697 -2.5235 -0.016 -0.047 0.069 0.07
H 0.2706 2.1483 3.2384 -0.012 0.113 -0.110 0.10
H -6.3826 -2.9003 0.4149 0.027 0.005 0.002 0.12
O -0.5544 0.6148 1.8699 -1.649 -0.379 0.579 -0.54
Br 4.4398 4.4797 4.5741 0.031 0.021 0.011 0.84
C -0.6424 -3.4496 -1.4347 -0.020 0.064 -0.146 -0.14
C -1.0236 0.5181 5.4799 -0.213 0.081 -0.139 -0.02
C -0.4449 -5.4372 -0.1023 -0.022 0.012 0.026 -0.04
H -1.2837 -5.3289 -9.5243 0.018 0.005 -0.033 0.09
O -4.3275 2.6314 -0.0461 0.003 -0.003 0.155 0.03
H 1.5257 3.9086 4.3887 -0.014 0.014 -0.046 0.11
C -3.8845 0.2110 -3.8801 -0.046 -0.049 -0.049 -0.05
C -0.1579 0.3852 6.5574 0.125 -0.130 0.137 -0.03
H -0.1691 -4.2436 -10.3748 -0.018 -0.027 -0.003 0.08
H 1.4647 -3.2351 -8.9759 0.020 -0.060 0.038 0.13
H -1.2800 2.3727 -3.9964 0.003 -0.011 0.018 0.12
H -2.6858 2.9388 2.5368 -0.018 0.043 0.015 0.06
O -1.7150 -1.4099 2.3688 0.132 -0.062 0.134 -0.33
C -4.4394 -2.0839 0.0556 0.099 0.002 0.034 -0.08
H -4.8297 -0.0005 -4.3632 0.006 0.016 0.012 0.12
C 2.4991 0.8144 -5.3339 0.025 -0.087 0.200 -0.30
H -1.8863 5.9520 0.4466 0.041 0.037 0.016 0.09
H -0.3938 0.8676 7.4959 -0.003 0.013 -0.016 0.12
H -3.7642 4.6197 0.0456 -0.048 -0.008 0.021 0.12
C -0.9606 -4.2923 -9.6299 0.021 0.057 0.112 -0.03
H -2.3321 -4.2333 -7.2970 0.029 -0.031 0.017 0.13
H 3.2816 3.4739 -8.4027 -0.019 0.018 -0.009 0.09
C 1.3089 -1.0476 5.2671 0.028 -0.015 -0.179 -0.05
H -7.3602 -0.7203 1.0913 0.005 -0.018 -0.019 0.12
H 0.6348 -5.0980 -1.9230 -0.050 -0.013 -0.028 0.11
C -3.6262 -0.9539 0.0548 0.288 0.436 0.558 -0.27
C -6.3255 -0.7899 0.7840 0.010 0.064 0.055 -0.03
O -2.8406 0.6735 2.9361 0.286 0.644 0.248 -0.20
H -5.9796 1.3210 0.9342 -0.010 -0.025 0.000 0.13
C 3.3025 -1.6141 -1.4224 0.035 -0.194 0.066 -0.16
H -1.6574 -5.4766 1.6679 0.019 0.015 0.010 0.12
H 3.0768 -2.5712 2.6218 -0.207 -0.113 -0.024 0.08
H 4.6664 -0.3427 -0.3597 0.026 -0.017 0.009 0.12
H 0.0555 2.2841 -7.9471 0.002 0.008 0.024 0.13
C -0.0926 -4.7032 -1.2238 0.010 -0.038 -0.037 -0.06
C -1.5582 -2.9010 -0.5426 0.212 0.165 0.240 -0.34
H -0.5354 3.3375 1.2872 0.014 0.070 0.005 0.09
N 1.9173 1.1965 2.4359 0.329 0.093 -0.053 0.03
H 6.4181 -3.5522 -2.5909 -0.014 -0.045 0.076 0.12
C -3.4575 -0.6006 -2.8384 0.067 -0.197 0.058 -0.08
C 4.5690 -1.2146 -0.9933 -0.038 -0.012 0.003 0.01
C -4.2103 0.2925 0.3455 -0.006 -0.073 -0.128 -0.14
C 3.1573 -2.7409 -2.2358 -0.038 0.058 0.044 -0.05
H -2.2506 -2.3749 -4.4621 -0.050 -0.048 0.032 0.04
C 3.5199 0.2430 -4.3807 -0.265 0.099 -0.011 -0.05
O 2.8807 2.6247 -0.1378 -0.529 0.026 0.025 -0.22
O 0.5824 1.8625 -0.0690 0.396 0.313 -0.729 -0.50
As 0.8999 -2.0245 2.6340 1.502 -2.260 2.278 1.01
H -0.4750 5.7991 1.4947 -0.030 0.064 -0.025 0.09
H -2.8262 -3.9120 -5.1096 -0.018 0.021 0.015 0.09
H 3.5039 0.7815 -3.4334 0.071 0.006 -0.014 0.07
O 2.6216 -1.7392 2.4276 0.175 0.643 -0.158 -0.24
H -2.5910 -3.2672 1.3198 0.006 0.017 0.027 0.10
H -1.4453 -0.3713 -5.9390 -0.148 0.081 -0.034 0.03
C 2.6283 -2.2292 -6.8151 -0.248 0.078 -0.068 -0.03
H -1.8158 -3.7224 -9.9979 0.008 -0.011 -0.007 0.09
O 0.8705 -3.5597 3.1369 -0.786 -0.093 -0.366 -0.38
H -0.3296 -2.8792 -2.2929 -0.003 0.053 -0.012 0.00
H -1.9418 1.0873 5.5566 0.049 0.039 -0.029 0.13
C -0.5029 -3.7482 -8.3065 -0.017 -0.010 -0.026 -0.23
C -3.5107 1.5754 0.1400 -0.312 0.003 -0.232 -0.34
H -1.4798 -3.8935 -3.9781 -0.029 -0.006 0.019 0.07
C 3.4320 3.1536 3.7236 -0.073 -0.087 0.005 -0.68
C 4.2757 -3.4442 -2.6417 -0.007 0.000 -0.069 -0.05
H 3.2832 -2.9255 -7.3375 0.000 -0.023 0.039 0.10
O 2.2932 -0.0882 0.1173 0.227 -0.353 -0.523 -0.23
H -3.6547 3.8563 -1.5547 -0.034 -0.003 -0.017 0.13
H -3.1975 4.5820 2.1272 0.009 -0.013 0.035 0.09
C -2.2506 -0.3466 -2.1898 0.481 0.104 0.031 -0.35
C 1.3484 2.1662 3.1576 -0.162 -0.073 -0.044 -0.12
H 2.7612 -1.2461 -7.2702 0.036 0.004 0.026 0.10
C 1.1962 -2.6913 -6.9297 0.217 0.250 0.010 -0.28
O 1.8869 1.6851 -2.0708 0.010 0.152 0.288 -0.29
P -1.8840 -1.1013 -0.5331 -0.902 -0.104 -1.456 1.14
H 3.8388 2.3441 -5.9746 -0.008 -0.027 -0.006 0.13
N 0.9272 -0.8560 -1.4672 -0.131 0.709 1.385 -0.12
C 2.8504 1.9142 -6.0994 -0.028 0.027 -0.053 0.00
H -4.0868 -1.4210 -2.5179 -0.033 0.029 0.014 0.12
Cl 1.7241 2.5454 -0.9453 0.497 0.566 -1.137 0.80
C -1.8980 1.5426 -3.6752 -0.023 -0.029 -0.009 -0.07
C 0.7737 -3.2259 -8.1400 -0.043 -0.080 0.022 0.00
H 6.6696 -1.6194 -1.0751 -0.010 0.032 -0.049 0.12
C -2.3302 3.9346 2.2742 0.044 -0.042 -0.065 -0.04
C 0.4746 -0.8868 4.1838 -0.875 0.405 -0.622 -0.23
C -5.7754 -2.0044 0.4228 -0.038 -0.051 -0.054 -0.03
H 3.7128 0.3742 1.8612 -0.057 0.016 -0.061 0.10
C -1.3746 -4.9180 0.7864 -0.014 -0.024 -0.055 -0.04
C 1.2169 0.2706 -5.5041 0.032 0.171 0.185 -0.37
C 0.9893 -0.3887 6.4525 -0.061 0.061 0.059 -0.02
C -1.9201 -3.6630 0.5756 0.072 -0.005 0.077 -0.11
H 4.1634 -4.3248 -3.2608 0.032 0.026 -0.013 0.12
C 2.3850 3.6873 -7.8186 0.008 -0.070 0.032 -0.03
W 0.3894 -0.0585 0.3495 0.713 0.447 -0.659 1.84
H 1.5971 4.0040 -8.4991 0.013 -0.004 -0.001 0.08
H -0.3568 5.3446 -0.2086 -0.020 0.038 0.032 0.07
C 3.2503 1.1901 2.3968 0.116 -0.173 0.002 -0.14
H -0.5162 0.9241 -2.1813 0.010 0.140 0.006 0.04
H -1.3993 3.3657 -1.0274 -0.036 -0.013 -0.025 0.12
H -4.0441 -3.0357 -0.2589 -0.049 -0.029 0.034 0.10
H 0.0126 -6.3989 0.0887 -0.032 -0.004 -0.023 0.12
C -1.0096 5.3364 0.6643 -0.003 -0.125 0.009 -0.04
C -0.9761 -3.2584 -5.9745 -0.176 0.055 0.067 -0.31
C -1.3490 -3.7867 -7.1965 0.036 -0.045 -0.032 0.00
C 2.0481 3.1589 3.8117 0.027 0.038 0.078 -0.07
C -3.1249 1.3006 -4.2784 0.048 0.035 -0.040 -0.06
C -0.6982 -0.1196 4.3012 0.944 -0.232 -0.193 -0.29
H 5.1230 2.0623 2.9574 -0.015 0.032 -0.034 0.12
C -1.4284 3.9159 1.0412 -0.054 -0.024 0.037 -0.38
C 4.0465 2.1359 3.0166 0.056 -0.038 0.061 -0.07
S -1.6248 -0.0425 2.8331 -0.724 -1.073 0.073 0.60
C 0.3278 0.7803 -6.4583 -0.135 -0.096 -0.055 -0.28
C 1.9755 2.4790 -7.0236 0.028 0.030 -0.050 -0.24
C 5.5407 -3.0228 -2.2429 -0.047 0.056 0.010 -0.03
C 0.7341 1.8843 -7.2014 0.012 0.002 0.022 0.00
O 0.4688 -1.8155 0.9114 0.022 0.872 1.920 -0.51
H 2.6216 4.5200 -7.1544 -0.008 -0.006 -0.011 0.09
H -3.4827 1.9582 -5.0609 -0.004 -0.041 -0.003 0.12
H -1.7752 4.3382 3.1240 -0.034 -0.005 0.016 0.09
C 5.6849 -1.9215 -1.4056 0.044 -0.009 -0.060 -0.04
C 2.1405 -0.8637 -0.9813 -0.046 -0.042 -0.909 -0.51
C -1.0115 0.1614 -6.7858 0.256 0.007 0.015 -0.05
H -0.8903 -0.5594 -7.5992 -0.029 -0.028 0.039 0.10
O 1.1969 3.7953 -1.3396 -0.123 -0.326 0.617 -0.22
```
Forces are in eV/Å.

Its net charge is +2. The value obtained for the maximum force is 3.5 eV/A. The value obtained for the total energy is -9733.37745 hartree. Its LUMO energy (alpha / beta) is -6.92 / -7.26 eV. The value obtained for the HOMO energy (alpha / beta) is -12.9 / -13.2 eV. Its expectation value of S² is 0.76. As for the HOMO-LUMO gap (alpha / beta): 5.9987 / 5.9267 eV. Its multiplicity is 2.

---

(2)
Molecular formula: C3H4N2O
Method: DFT, ωB97M-V with the def2-TZVPD basis set

XYZ file:
```
10
Properties=species:S:1:pos:R:3:forces:R:3:nbo_charge:R:1
C -0.8266 -0.1021 0.0814 0.822 -0.004 -0.256 0.45
H 2.6603 -0.0595 -0.4814 0.092 0.073 -0.036 0.22
C 0.5959 0.0124 -0.1907 -0.437 -0.348 1.214 0.08
O -1.6494 -1.1105 -0.1972 -0.126 0.001 -0.004 -0.64
N -1.2301 1.1888 0.3543 0.835 0.046 -1.046 -0.45
H -2.5260 -0.7522 -0.4045 0.054 0.039 0.038 0.50
H 1.9488 -1.2903 0.7106 -0.064 -0.076 0.027 0.22
C 1.8070 -0.4574 0.0428 0.002 0.111 -0.332 -0.48
H -0.6193 1.6618 1.0195 -0.028 -0.280 0.048 0.36
N -0.1605 0.9090 -0.9348 -1.150 0.437 0.346 -0.26
```
Forces are in eV/Å.

The value obtained for the maximum force is 1.3 eV/A. The value obtained for the total energy is -301.30676 hartree. As for the structure (SMILES): C=C1N2N[C@]12O. Its LUMO energy is 0.77 eV. The value obtained for the HOMO energy is -9.1 eV. As for the HOMO-LUMO gap: 9.8604 eV. Its energy above the lowest of the compared OMol25 structures with the same formula, charge and spin is 113.2 kcal/mol.

---

(3)
Molecular formula: C4H6BrClO
Method: DFT, ωB97M-V with the def2-TZVPD basis set

XYZ file:
```
13
Properties=species:S:1:pos:R:3:forces:R:3:nbo_charge:R:1
H 0.3362 0.2704 -2.5298 0.738 0.606 0.016 0.26
C 0.7240 0.4275 0.3775 1.486 0.959 0.848 0.49
H 0.2402 -0.5579 2.1127 0.325 0.481 0.603 0.28
C 0.4656 0.5001 1.9104 -0.924 0.530 -0.673 -0.74
C -0.3644 -0.2861 -1.9490 -1.383 -0.327 0.601 -0.71
H -0.4948 1.0864 2.2043 1.945 -0.803 -0.611 0.23
C -0.4767 0.1126 -0.4707 1.217 -2.649 -1.435 0.06
O 1.8181 0.5929 -0.1483 -1.825 -0.234 0.605 -0.50
H 1.3778 0.8813 2.4008 -0.606 -0.288 -0.162 0.25
Cl -0.1480 -2.1462 0.3817 -0.534 1.209 -0.470 -0.40
H -1.3499 -0.2559 -2.4862 0.845 0.014 0.814 0.23
Br -2.0818 0.6932 0.0601 -1.472 0.548 0.480 0.27
H -0.0463 -1.3183 -1.8634 0.189 -0.046 -0.617 0.29
```
Forces are in eV/Å.

The value obtained for the maximum force is 3.2 eV/A. The value obtained for the total energy is -3265.38789 hartree. Its LUMO energy is -1.97 eV. The value obtained for the HOMO energy is -10.2 eV. As for the HOMO-LUMO gap: 8.2492 eV. Its energy above the lowest of the compared OMol25 structures with the same formula, charge and spin is 23.0 kcal/mol.

---

(4)
Molecular formula: C2H6BrNOP2S
Method: DFT, ωB97M-V with the def2-TZVPD basis set

XYZ file:
```
14
Properties=species:S:1:pos:R:3:forces:R:3:nbo_charge:R:1
H 2.0571 -1.4313 -0.4587 0.582 -0.125 -0.289 0.27
N -1.9177 0.3774 0.7202 0.098 0.468 -0.732 -1.29
C 1.0450 -1.2123 -0.1770 0.514 1.019 0.889 -0.82
H 0.7971 2.8354 -0.7798 -0.165 -0.076 -0.332 0.15
P -1.5480 0.6345 -0.7881 -0.299 -0.509 1.957 1.02
Br 2.6025 -0.3358 2.1927 0.156 0.018 -0.216 -0.05
O 0.1016 -1.4024 1.9939 0.175 -0.032 0.152 -0.46
H -2.6802 -0.2753 0.7887 -0.273 -0.186 0.308 0.38
H -1.6713 1.9699 -1.2428 0.170 -0.086 -0.301 -0.07
P 0.5770 0.2229 -1.2408 0.094 0.307 -1.356 0.38
H 0.4384 -2.0587 -0.4097 -0.630 -0.493 -0.320 0.27
H -2.3377 -0.1229 -1.6761 0.319 0.167 -0.494 -0.04
S 1.5293 1.8527 -0.2476 0.095 -0.092 0.511 -0.27
C 1.0070 -1.0540 1.3252 -0.836 -0.380 0.223 0.54
```
Forces are in eV/Å.

The value obtained for the maximum force is 2.0 eV/A. The value obtained for the total energy is -3864.66286 hartree. As for the structure (SMILES): N=[PH2]P(S)CC(=O)Br. Its LUMO energy is 0.38 eV. The value obtained for the HOMO energy is -8.3 eV. As for the HOMO-LUMO gap: 8.6755 eV.

---

Number 1 is which compound?
C60H60AsBrClN3O12PSTeW

---

Repeat the third record exactly.
Molecular formula: C4H6BrClO
Method: DFT, ωB97M-V with the def2-TZVPD basis set

XYZ file:
```
13
Properties=species:S:1:pos:R:3:forces:R:3:nbo_charge:R:1
H 0.3362 0.2704 -2.5298 0.738 0.606 0.016 0.26
C 0.7240 0.4275 0.3775 1.486 0.959 0.848 0.49
H 0.2402 -0.5579 2.1127 0.325 0.481 0.603 0.28
C 0.4656 0.5001 1.9104 -0.924 0.530 -0.673 -0.74
C -0.3644 -0.2861 -1.9490 -1.383 -0.327 0.601 -0.71
H -0.4948 1.0864 2.2043 1.945 -0.803 -0.611 0.23
C -0.4767 0.1126 -0.4707 1.217 -2.649 -1.435 0.06
O 1.8181 0.5929 -0.1483 -1.825 -0.234 0.605 -0.50
H 1.3778 0.8813 2.4008 -0.606 -0.288 -0.162 0.25
Cl -0.1480 -2.1462 0.3817 -0.534 1.209 -0.470 -0.40
H -1.3499 -0.2559 -2.4862 0.845 0.014 0.814 0.23
Br -2.0818 0.6932 0.0601 -1.472 0.548 0.480 0.27
H -0.0463 -1.3183 -1.8634 0.189 -0.046 -0.617 0.29
```
Forces are in eV/Å.

The value obtained for the maximum force is 3.2 eV/A. The value obtained for the total energy is -3265.38789 hartree. Its LUMO energy is -1.97 eV. The value obtained for the HOMO energy is -10.2 eV. As for the HOMO-LUMO gap: 8.2492 eV. Its energy above the lowest of the compared OMol25 structures with the same formula, charge and spin is 23.0 kcal/mol.